# 1
{"formula": "C30H38BrN6O4W", "method": "ωB97M-V/def2-TZVPD", "spin_multiplicity": 3, "relative_energy_ev": 0.000, "e_lumo_ev": [-2.947, -3.241], "total_charge": 1, "homo_lumo_gap_ev": [7.3, 7.8], "species": ["W", "C", "N", "C", "C", "C", "N", "C", "C", "C", "C", "C", "C", "C", "O", "C", "C", "C", "N", "C", "C", "C", "C", "C", "C", "C", "O", "H", "H", "H", "H", "H", "H", "H", "H", "H", "H", "H", "H", "H", "H", "H", "H", "H", "H", "H", "H", "H", "H", "H", "H", "H", "N", "C", "C", "C", "N", "H", "H", "H", "H", "H", "H", "H", "H", "H", "H", "Br", "C", "C", "N", "C", "C", "C", "C", "O", "O", "H", "H", "H"], "coordinates": [[0.4706, 0.0335, 0.5195], [-0.2806, -0.0700, 3.6704], [0.9673, 0.3401, 2.9540], [2.0920, -0.4764, 3.5305], [2.6059, -1.6502, 2.7178], [3.2067, -1.2649, 1.3682], [2.2008, -1.2587, 0.2952], [2.3076, -2.1875, -0.5940], [1.4175, -2.4686, -1.6938], [1.7943, -3.5008, -2.5755], [0.9795, -3.8860, -3.6099], [-0.2524, -3.2439, -3.7781], [-0.6546, -2.2357, -2.9313], [0.1698, -1.8318, -1.8720], [-0.2700, -0.8774, -1.0683], [1.1913, 1.7473, 3.3989], [2.3570, 2.4743, 2.7475], [2.2673, 2.4826, 1.2134], [0.9032, 2.1511, 0.8044], [0.0919, 3.1567, 0.7229], [-1.3228, 3.1231, 0.6178], [-2.0223, 4.3360, 0.4611], [-3.3919, 4.3525, 0.4167], [-4.0836, 3.1382, 0.5611], [-3.4250, 1.9428, 0.7302], [-2.0189, 1.9047, 0.7388], [-1.4082, 0.7587, 0.8766], [-0.1879, 0.2042, 4.7241], [-0.4202, -1.1397, 3.5850], [-1.1370, 0.4332, 3.2304], [1.7673, -0.8402, 4.5076], [2.9293, 0.1960, 3.7187], [1.8465, -2.4161, 2.5696], [3.4000, -2.1019, 3.3171], [4.0002, -1.9649, 1.0987], [3.6611, -0.2701, 1.4252], [3.1655, -2.8555, -0.5212], [2.7427, -3.9997, -2.4154], [1.2770, -4.6829, -4.2759], [-0.9100, -3.5522, -4.5808], [-1.6205, -1.7585, -3.0418], [1.3399, 1.7410, 4.4833], [0.2638, 2.2890, 3.2171], [3.3150, 2.0546, 3.0555], [2.3397, 3.4965, 3.1301], [2.9599, 1.7470, 0.8048], [2.5560, 3.4558, 0.8088], [0.5371, 4.1526, 0.7927], [-1.4598, 5.2590, 0.3763], [-3.9304, 5.2804, 0.2912], [-5.1664, 3.1407, 0.5426], [-3.9672, 1.0121, 0.8348], [-1.4358, 1.6211, -2.1857], [-0.8204, 2.1240, -3.4019], [0.6215, 1.6547, -3.5085], [1.4907, 2.0054, -2.3007], [1.6794, 0.8621, -1.3558], [-1.4342, 0.6085, -2.1452], [-2.3951, 1.9322, -2.0960], [-0.8193, 3.2176, -3.3452], [-1.3476, 1.8609, -4.3269], [1.0632, 2.1147, -4.3944], [0.6580, 0.5729, -3.6861], [1.0750, 2.8560, -1.7618], [2.4851, 2.2896, -2.6504], [2.6209, 0.9342, -0.9794], [1.7232, 0.0269, -1.9370], [-5.0983, -1.2704, -1.1028], [-3.7415, -2.5283, -0.7129], [-3.8195, -3.8081, -1.2466], [-2.8873, -4.7314, -1.0337], [-1.8444, -4.3964, -0.2818], [-1.6873, -3.1361, 0.2873], [-2.6649, -2.1750, 0.0740], [-0.4316, -2.8314, 1.0322], [0.4146, -3.6763, 1.2281], [-0.2942, -1.5731, 1.4377], [-4.6620, -4.0926, -1.8662], [-1.0835, -5.1513, -0.1271], [-2.5583, -1.1805, 0.4862]], "forces_ev_per_angstrom": [[0.1939, 0.3573, 0.1328], [0.0524, -0.0282, -0.0480], [0.0197, -0.0440, 0.1419], [0.0136, 0.0099, -0.0697], [-0.0415, 0.0230, 0.0100], [-0.0016, -0.0292, -0.0215], [-0.0018, 0.0385, 0.0290], [-0.0966, 0.0365, -0.0695], [0.0031, 0.0690, 0.1085], [-0.0432, -0.0052, -0.0332], [0.0219, 0.0125, 0.0260], [-0.0352, -0.0075, -0.0385], [0.0548, -0.0175, 0.0280], [0.1241, -0.0390, -0.0030], [-0.1991, -0.1102, -0.3124], [-0.0057, -0.0286, -0.0372], [-0.0100, 0.0073, -0.0196], [0.0666, -0.0115, 0.0593], [-0.0104, 0.0476, -0.0566], [-0.0497, 0.0039, -0.0105], [0.1565, 0.0129, -0.0164], [-0.0897, 0.0104, 0.0040], [0.0757, -0.0384, 0.0110], [-0.0423, 0.0037, 0.0020], [0.0217, 0.0096, -0.0019], [-0.1585, -0.0078, -0.0468], [0.0518, 0.0215, -0.0006], [-0.0104, 0.0098, 0.0005], [0.0067, -0.0027, 0.0172], [-0.0204, -0.0035, -0.0088], [0.0090, 0.0333, 0.0286], [0.0193, -0.0245, -0.0554], [-0.0213, -0.0178, -0.0237], [-0.0065, -0.0029, 0.0039], [-0.0114, -0.0043, 0.0116], [0.0026, -0.0025, 0.0055], [0.0065, -0.0093, 0.0081], [0.0032, 0.0017, 0.0026], [-0.0044, 0.0000, -0.0051], [0.0022, 0.0001, 0.0018], [-0.0005, 0.0057, -0.0016], [0.0139, -0.0035, 0.0045], [-0.0073, 0.0074, -0.0014], [0.0034, 0.0324, 0.0147], [-0.0163, 0.0057, -0.0140], [-0.0383, -0.0300, -0.0250], [0.0217, -0.0086, 0.0076], [0.0095, -0.0065, 0.0050], [0.0126, -0.0053, -0.0028], [-0.0145, -0.0042, -0.0022], [0.0005, 0.0055, -0.0014], [-0.0013, 0.0096, -0.0007], [0.0086, -0.0176, 0.0665], [0.0219, 0.1138, 0.0125], [0.0283, 0.0058, -0.0468], [0.0231, 0.0151, 0.0286], [0.1782, -0.1215, 0.1001], [-0.0141, -0.0083, -0.0278], [-0.0072, 0.0364, -0.0028], [-0.0268, -0.0152, -0.0282], [-0.0084, -0.0547, 0.0208], [-0.0087, -0.0308, -0.0094], [-0.0367, -0.0043, 0.0129], [-0.0707, -0.0448, 0.0554], [-0.0202, 0.0521, 0.0074], [-0.0061, 0.0364, -0.0278], [-0.0281, -0.0355, 0.0300], [0.0006, 0.0160, 0.0006], [0.0083, -0.0119, -0.0050], [-0.0067, -0.0140, -0.0020], [-0.0128, 0.0295, 0.0019], [0.0044, 0.0214, 0.0006], [-0.0599, -0.1117, 0.0179], [-0.0105, 0.0058, 0.0037], [0.1495, 0.0016, -0.0658], [-0.0415, 0.0523, 0.0818], [-0.0900, -0.1874, 0.0223], [0.0009, 0.0034, 0.0013], [0.0024, 0.0024, 0.0086], [-0.0062, -0.0162, 0.0058]], "mulliken_spin": [1.230, 0.020, 0.102, -0.031, 0.033, 0.037, 0.110, 0.037, 0.041, 0.007, -0.004, 0.008, -0.013, 0.036, 0.012, 0.006, 0.013, 0.016, 0.131, 0.003, 0.027, -0.012, 0.014, -0.006, 0.016, 0.001, 0.075, 0.002, 0.000, -0.007, -0.005, -0.007, 0.000, -0.002, 0.001, -0.014, -0.005, 0.001, 0.000, 0.000, 0.001, 0.001, -0.009, 0.000, -0.001, -0.022, 0.003, -0.001, 0.000, 0.001, 0.000, 0.002, 0.012, 0.004, -0.005, 0.010, 0.036, -0.004, 0.000, 0.000, 0.000, 0.000, 0.000, -0.006, 0.000, 0.001, 0.019, 0.000, 0.004, 0.000, 0.000, -0.002, -0.009, 0.012, 0.037, -0.001, 0.055, 0.000, 0.000, -0.012]}

***

# 2
{"formula": "C35H31F2Si", "method": "ωB97M-V/def2-TZVPD", "e_lumo_ev": -5.246, "total_charge": 1, "homo_lumo_gap_ev": 6.4, "species": ["C", "C", "C", "C", "Si", "C", "C", "C", "C", "C", "C", "C", "C", "C", "C", "C", "C", "C", "C", "C", "C", "C", "C", "H", "H", "H", "H", "H", "H", "H", "H", "H", "H", "H", "H", "H", "H", "H", "H", "H", "H", "H", "H", "H", "H", "F", "C", "C", "C", "C", "C", "C", "C", "C", "C", "F", "C", "C", "C", "C", "H", "H", "H", "H", "H", "H", "H", "H", "H"], "coordinates": [[2.2256, -0.3771, -1.8083], [1.3175, -0.6930, -0.6455], [1.7838, -0.5137, 0.7067], [-0.1547, -0.9103, -0.9959], [-1.3033, 0.4844, -1.6002], [-0.4375, 2.1431, -1.5298], [0.1650, 2.6859, -2.6738], [0.9263, 3.8539, -2.5714], [1.0456, 4.5183, -1.3481], [0.4171, 3.9957, -0.2168], [-0.3213, 2.8120, -0.3023], [-1.9664, 0.2502, -3.3609], [-3.2119, 0.7955, -3.7187], [-3.6833, 0.6915, -5.0335], [-2.9238, 0.0347, -6.0068], [-1.6901, -0.5217, -5.6540], [-1.2153, -0.4223, -4.3396], [-2.8007, 0.5980, -0.4571], [-3.4358, 1.8224, -0.1913], [-4.5508, 1.8677, 0.6564], [-5.0499, 0.6945, 1.2300], [-4.4464, -0.5305, 0.9297], [-3.3414, -0.5856, 0.0735], [1.7829, -0.7357, -2.7430], [2.3811, 0.7231, -1.8949], [3.2382, -0.8475, -1.7713], [0.9376, -0.2857, 1.4067], [2.6274, 0.2594, 0.7611], [-0.2352, -1.6449, -1.8119], [-0.7020, -1.3535, -0.1545], [0.0460, 2.1926, -3.6417], [1.4294, 4.2342, -3.4570], [1.6430, 5.4267, -1.2745], [0.5018, 4.4930, 0.7473], [-0.8032, 2.4067, 0.5908], [-3.8213, 1.3108, -2.9735], [-4.6471, 1.1278, -5.2939], [-3.2923, -0.0472, -7.0325], [-1.0846, -1.0351, -6.4002], [-0.2541, -0.8715, -4.0830], [-3.0815, 2.7456, -0.6571], [-5.0264, 2.8269, 0.8555], [-5.9124, 0.7296, 1.8961], [-4.8314, -1.4584, 1.3473], [-2.9190, -1.5560, -0.1997], [3.2704, 2.4844, 6.2233], [3.1706, 1.4653, 5.3168], [4.2671, 1.1796, 4.5163], [4.1461, 0.1482, 3.5778], [2.8930, -0.4871, 3.3174], [2.6531, -1.2869, 2.0155], [2.1155, -2.7139, 2.1632], [2.6518, -3.7148, 1.3125], [1.8949, -4.8279, 0.9527], [0.6543, -4.9892, 1.5542], [-0.1373, -6.0185, 1.1356], [0.2106, -4.1611, 2.5808], [1.0218, -3.0905, 2.9694], [1.8778, -0.2590, 4.2571], [1.9967, 0.7220, 5.2486], [5.1918, 1.7404, 4.6117], [5.0308, -0.1435, 3.0000], [3.7342, -1.4973, 1.6928], [3.6464, -3.5672, 0.8763], [2.2619, -5.5189, 0.2042], [-0.7495, -4.3584, 3.0554], [0.7436, -2.5653, 3.8835], [0.9396, -0.8055, 4.2283], [1.1896, 0.9307, 5.9484]], "forces_ev_per_angstrom": [[0.3242, -0.6305, -0.1338], [-1.0230, 0.2510, -0.8808], [0.7549, 1.6828, 2.9456], [2.0987, -1.3167, 1.0831], [-1.4252, 1.9127, -0.5973], [0.1290, -0.3117, 0.0288], [0.2414, 0.2074, 0.3194], [-0.1173, -0.0589, -0.0310], [-0.0142, -0.3120, -0.0506], [-0.1357, -0.1526, 0.0625], [0.4472, 0.2164, -0.1842], [0.4758, -0.5811, 0.1646], [0.1104, -0.0568, -0.2734], [0.2361, -0.0423, 0.1803], [0.1596, 0.0002, 0.3148], [0.0692, 0.0149, 0.1359], [-0.5451, 0.2558, -0.2891], [0.2591, -0.4954, -0.0593], [-0.2505, -0.2201, 0.2504], [0.1573, -0.1568, -0.2112], [0.2961, -0.0273, -0.1765], [0.1220, -0.0468, -0.1950], [-0.3201, 0.5363, 0.2964], [-0.0806, 0.2765, 0.1456], [-0.2671, -0.5426, 0.2304], [-0.6794, 0.3823, 0.5052], [0.3903, 0.2376, -0.9963], [-1.5166, -0.3538, -0.6917], [0.3300, 0.1934, -0.1024], [0.2273, 0.2066, 0.1272], [0.0732, 0.1363, 0.2614], [-0.1222, 0.0619, 0.1571], [-0.1841, -0.2117, -0.0242], [0.0102, 0.0126, -0.2202], [0.1463, 0.1425, -0.2238], [0.1628, -0.1672, -0.1893], [0.2283, -0.1229, 0.0587], [0.1435, 0.0273, 0.3738], [-0.1934, 0.1052, 0.1322], [-0.1635, 0.0731, -0.1242], [-0.0165, -0.2843, 0.2378], [0.0614, -0.2398, -0.0136], [0.2464, 0.0019, -0.1825], [-0.0388, 0.2212, -0.0471], [-0.1039, 0.2049, 0.2063], [-0.1611, -0.9169, -0.8053], [-0.0387, 0.3824, 0.4804], [-0.1549, -0.7001, -0.1817], [-0.6583, 0.0990, -0.7300], [-0.3467, 0.8192, -0.2771], [3.0052, -3.1065, 0.6362], [-0.0735, -0.4771, 0.0844], [-0.6174, 0.7937, -0.2360], [0.2398, 0.2432, 0.4094], [-0.4296, -0.3662, -0.2512], [0.4767, 0.7461, 0.3338], [0.4661, -0.4210, -0.0204], [-0.5172, 0.1762, -0.6355], [-0.2405, 0.6587, 0.0260], [0.3737, -0.0353, -0.0272], [-0.1342, -0.1693, 0.1306], [-0.4073, 0.2974, -0.0087], [-1.5539, 0.7125, -0.3544], [-0.4877, 0.0678, -0.0950], [-0.0973, -0.1322, 0.1893], [0.3706, -0.0787, 0.0711], [-0.0606, 0.0970, -0.6514], [0.1570, 0.3785, -0.2300], [0.1862, -0.0979, -0.1770]], "nbo_charge": [-0.737, 0.533, -0.595, -0.969, 1.696, -0.547, -0.137, -0.229, -0.197, -0.198, -0.214, -0.421, -0.204, -0.200, -0.193, -0.196, -0.242, -0.428, -0.233, -0.193, -0.196, -0.208, -0.220, 0.244, 0.301, 0.267, 0.278, 0.312, 0.300, 0.281, 0.215, 0.224, 0.228, 0.222, 0.221, 0.224, 0.227, 0.229, 0.221, 0.191, 0.227, 0.225, 0.228, 0.222, 0.201, -0.313, 0.418, -0.274, -0.158, -0.094, -0.099, -0.070, -0.193, -0.268, 0.402, -0.316, -0.277, -0.177, -0.187, -0.259, 0.250, 0.222, 0.235, 0.221, 0.245, 0.247, 0.222, 0.216, 0.245]}